a.
25
Properties=species:S:1:pos:R:3:nbo_charge:R:1 method="wB97M-V/def2-TZVPD" total_charge=0 lumo_ev="0.45 / 0.45" molar_mass_g_mol=132.21 multiplicity=1 gap_ev="7.274 / 7.275"
C -0.681 0.695 1.142 0.041
C 0.523 -0.530 -1.252 0.296
C -1.307 -0.607 1.613 -0.655
C 0.701 0.924 1.706 -0.636
C 1.453 0.615 -1.484 -0.687
C 1.125 -1.871 -0.990 -0.675
N -0.742 -0.476 -1.695 -0.305
N -1.520 0.621 -1.466 -0.675
O -1.460 1.819 1.587 -0.750
H -2.352 1.729 1.232 0.464
H -1.273 -1.332 -1.569 0.381
H -1.141 1.413 -1.980 0.337
H -1.081 0.797 -0.231 0.275
H -2.251 -0.794 1.092 0.200
H -0.646 -1.448 1.398 0.196
H -1.512 -0.575 2.689 0.206
H 1.356 0.075 1.512 0.191
H 0.650 1.051 2.794 0.204
H 1.149 1.832 1.299 0.210
H 2.266 0.593 -0.761 0.236
H 1.898 0.544 -2.487 0.226
H 0.959 1.581 -1.403 0.238
H 0.363 -2.641 -0.853 0.219
H 1.737 -1.833 -0.086 0.239
H 1.786 -2.181 -1.807 0.226

=====

b.
25
Properties=species:S:1:pos:R:3:nbo_charge:R:1 method="wB97M-V/def2-TZVPD" total_charge=0 lumo_ev=0.78 molar_mass_g_mol=132.21 multiplicity=1 gap_ev=7.883
C 0.911 0.472 0.101 0.456
C -1.641 0.015 0.265 -0.208
C 0.077 -0.433 -0.596 -0.389
C 1.235 0.283 1.553 -0.674
C -2.193 1.256 -0.393 -0.643
C -2.462 -1.229 0.015 -0.626
N 2.260 -0.477 -1.089 -0.557
N 3.422 -0.964 -0.448 -0.661
O 0.914 1.803 -0.215 -0.693
H 0.572 1.928 -1.110 0.482
H 2.564 0.354 -1.598 0.312
H -1.488 0.168 1.334 0.184
H 3.668 -0.408 0.377 0.319
H 3.251 -1.919 -0.151 0.339
H -0.170 -0.206 -1.628 0.218
H 0.182 -1.474 -0.321 0.231
H 0.613 0.931 2.169 0.239
H 1.112 -0.756 1.847 0.226
H 2.267 0.586 1.733 0.222
H -1.602 2.139 -0.146 0.213
H -2.034 -2.098 0.521 0.205
H -2.227 1.140 -1.481 0.196
H -3.222 1.462 -0.073 0.208
H -2.519 -1.454 -1.053 0.200
H -3.489 -1.120 0.384 0.200

=====

c.
25
Properties=species:S:1:pos:R:3:nbo_charge:R:1 method="wB97M-V/def2-TZVPD" total_charge=0 lumo_ev="0.77 / 0.77" molar_mass_g_mol=132.21 multiplicity=1 gap_ev="8.245 / 8.245"
C -0.318 -2.037 -0.399 -0.294
C -1.138 1.124 -0.971 -0.450
C -1.023 0.442 1.351 -0.417
C -0.041 -2.835 0.868 -0.611
N -0.289 0.659 0.116 -0.259
H -0.134 -2.655 -1.285 0.224
H -1.365 -1.720 -0.442 0.185
H -2.091 0.596 -0.966 0.203
H -1.328 2.195 -0.897 0.197
H -0.627 0.886 -1.909 0.250
H -0.346 0.028 2.095 0.214
H -1.438 1.386 1.725 0.196
H -1.851 -0.247 1.197 0.208
H -0.651 -3.739 0.884 0.213
H -0.262 -2.261 1.764 0.199
H 1.008 -3.119 0.905 0.217
C 0.897 1.633 0.392 -0.196
C 1.761 1.871 -0.804 -0.709
N 0.593 -0.879 -0.495 0.071
O 0.875 -0.586 -1.721 -0.554
H 0.437 2.556 0.776 0.179
H 1.454 1.129 1.182 0.209
H 1.748 0.835 -1.396 0.306
H 1.354 2.628 -1.469 0.200
H 2.776 2.111 -0.504 0.219

=====

Most stable pick: a. Distance to second place: 21.1 kJ/mol.

=====

a.
14
Properties=species:S:1:pos:R:3:nbo_charge:R:1 method="wB97M-V/def2-TZVPD" smiles="C=C.CC" total_charge=0 lumo_ev=1.24 molar_mass_g_mol=58.12 multiplicity=1 gap_ev=11.437
C -0.465 1.580 0.247 -0.612
C 0.919 1.951 -0.262 -0.606
H -0.473 0.768 0.981 0.202
H -1.148 1.136 -0.480 0.209
H -0.955 2.452 0.683 0.201
H 1.452 1.025 -0.494 0.197
H 0.843 2.514 -1.194 0.204
H 1.504 2.529 0.445 0.206
C 0.187 -2.095 -0.396 -0.385
C -0.754 -2.526 0.437 -0.385
H 0.141 -2.487 -1.407 0.188
H 0.989 -1.419 -0.159 0.196
H -1.454 -3.292 0.155 0.196
H -0.786 -2.135 1.445 0.189

=====

b.
14
Properties=species:S:1:pos:R:3:nbo_charge:R:1 method="wB97M-V/def2-TZVPD" smiles=CC(C)C total_charge=0 lumo_ev=1.23 molar_mass_g_mol=58.12 multiplicity=1 gap_ev=12.350
C -1.262 -0.754 -0.032 -0.602
C -0.099 0.196 -0.251 -0.209
C 1.180 -0.505 -0.724 -0.608
C 0.167 1.105 0.954 -0.603
H -2.122 -0.187 0.330 0.205
H -0.949 -1.464 0.737 0.199
H -1.557 -1.230 -0.964 0.209
H -0.396 0.907 -1.040 0.183
H 2.011 0.204 -0.661 0.205
H 1.465 -1.295 -0.030 0.202
H 1.058 -0.786 -1.766 0.211
H -0.771 1.558 1.286 0.204
H 0.827 1.935 0.704 0.207
H 0.617 0.557 1.786 0.197

=====

c.
14
Properties=species:S:1:pos:R:3:nbo_charge:R:1 method="wB97M-V/def2-TZVPD" total_charge=0 lumo_ev=-0.57 molar_mass_g_mol=58.12 multiplicity=1 gap_ev=7.315
C 0.258 -1.548 0.484 -0.495
C -0.442 -0.373 0.686 -0.246
C -1.444 0.236 -0.159 -0.457
C 1.394 1.416 -0.754 -0.842
H 0.997 -1.876 1.183 0.206
H 0.177 -2.080 -0.551 0.184
H -0.239 0.117 1.641 0.205
H 2.432 1.826 -0.980 0.215
H -1.244 0.076 -1.268 0.220
H -2.102 -1.493 0.306 0.160
H -1.814 1.220 0.143 0.218
H 1.384 1.180 0.264 0.214
H 1.185 0.509 -1.297 0.215
H 0.630 2.133 -0.981 0.205

=====

Most stable pick: b. Distance to second place: 112.8 kJ/mol.

=====

a.
17
Properties=species:S:1:pos:R:3:nbo_charge:R:1 method="wB97M-V/def2-TZVPD" smiles="CC(=O)[N+](=O)N(C)C" total_charge=+1 lumo_ev="-5.52 / -5.52" molar_mass_g_mol=117.13 multiplicity=1 gap_ev="9.677 / 9.677"
C -1.625 0.099 0.114 0.734
C -2.765 -0.695 -0.212 -0.783
C 1.036 1.367 0.610 -0.456
C 2.326 -0.517 -0.333 -0.470
N 0.963 0.080 0.008 -0.106
N -0.160 -0.599 -0.168 0.329
O -1.480 1.157 0.545 -0.425
O -0.210 -1.679 -0.687 -0.278
H -3.257 -0.868 0.721 0.302
H -2.481 -1.638 -0.714 0.291
H -3.578 -0.186 -0.676 0.307
H 0.823 1.390 1.736 0.254
H 2.001 1.715 0.297 0.241
H 0.245 2.086 0.197 0.272
H 2.785 -0.573 0.636 0.246
H 2.535 -1.374 -1.093 0.294
H 2.843 0.235 -0.979 0.247

=====

b.
17
Properties=species:S:1:pos:R:3:nbo_charge:R:1 method="wB97M-V/def2-TZVPD" total_charge=+1 lumo_ev=-4.39 molar_mass_g_mol=117.13 multiplicity=1 gap_ev=9.106
C -1.649 -1.053 0.761 0.448
C -0.026 2.160 -0.308 -0.700
C 1.451 -1.150 -0.498 -0.442
C 0.073 0.741 -0.707 0.269
N -0.711 -0.949 1.468 0.119
N 1.149 0.137 -0.267 -0.385
O -2.495 -1.693 0.126 -0.607
O 0.248 -0.439 1.965 -0.438
H -0.452 2.140 0.712 0.276
H -0.896 2.511 -0.876 0.261
H 0.830 2.721 -0.305 0.260
H 2.430 -1.060 -0.838 0.238
H 1.546 -1.764 0.410 0.256
H 0.790 -1.633 -1.222 0.229
H -0.620 0.078 -1.190 0.229
H -3.428 -1.437 0.398 0.539
H 1.760 0.691 0.371 0.448

=====

c.
17
Properties=species:S:1:pos:R:3:nbo_charge:R:1 method="wB97M-V/def2-TZVPD" total_charge=+1 lumo_ev="-5.33 / -5.33" molar_mass_g_mol=117.13 multiplicity=1 gap_ev="7.229 / 7.230"
C -0.051 -0.850 0.726 -0.422
C -0.130 -0.405 -0.773 -0.495
C 1.187 -0.195 1.308 -0.027
C -1.412 0.163 -1.236 0.347
N 1.506 1.074 1.286 0.352
N -2.574 -0.370 -1.177 -0.631
O 2.698 1.767 1.088 -0.476
O 0.503 1.895 1.074 -0.517
H -1.013 -0.594 1.194 0.251
H 0.314 -1.774 0.544 0.242
H -0.067 -1.392 -1.327 0.275
H 2.159 -0.671 1.335 0.193
H 0.641 0.232 -1.125 0.266
H -1.186 0.837 -2.100 0.247
H 3.520 1.243 1.275 0.494
H -2.742 -1.249 -0.676 0.441
H -3.352 0.289 -1.415 0.458

=====

Most stable pick: a. Distance to second place: 57.9 kJ/mol.

=====

a.
16
Properties=species:S:1:pos:R:3:nbo_charge:R:1 method="wB97M-V/def2-TZVPD" smiles="CCN/C=C/C=S" total_charge=0 lumo_ev=0.09 molar_mass_g_mol=115.20 multiplicity=1 gap_ev=7.870
C 0.016 -1.957 -2.445 -0.618
C 1.097 -0.976 -2.106 -0.221
C 0.118 0.918 -0.831 0.147
C 0.274 0.515 0.476 -0.421
C -0.649 0.877 1.433 -0.262
H -0.488 -1.568 -3.338 0.203
H -0.774 -2.125 -1.673 0.222
H 0.448 -2.910 -2.666 0.220
H 1.637 -1.308 -1.200 0.205
H 1.847 -0.994 -2.902 0.204
H 0.627 0.980 -2.739 0.393
H -0.483 1.789 -1.040 0.193
H 1.061 -0.183 0.762 0.223
H -1.465 1.571 1.155 0.190
N 0.682 0.391 -1.934 -0.563
S -0.770 0.359 3.001 -0.115

=====

b.
16
Properties=species:S:1:pos:R:3:nbo_charge:R:1 method="wB97M-V/def2-TZVPD" total_charge=0 lumo_ev=0.78 molar_mass_g_mol=115.20 multiplicity=1 gap_ev=9.293
C -1.515 2.318 0.060 -0.091
C 1.659 -0.490 -0.220 -0.447
C 0.327 -0.517 -0.950 -0.475
C 0.610 -1.508 0.082 0.019
C 0.119 -2.452 0.876 -0.410
N -2.527 2.580 -0.709 -0.765
S -0.491 3.702 0.409 -0.032
H 2.492 -0.850 -0.798 0.217
H 1.886 0.250 0.537 0.212
H -0.343 0.237 -0.493 0.258
H 0.393 -0.716 -2.014 0.223
H 0.641 -2.806 1.770 0.193
H -0.794 -3.041 0.702 0.198
H 0.552 2.946 0.866 0.146
H -3.101 1.774 -0.822 0.382
H -3.032 3.333 -1.108 0.374

=====

Most stable pick: a. Distance to second place: 295.1 kJ/mol.